Formula: C4H8NO
Source: the OMol25 dataset
Level of theory: ωB97M-V/def2-TZVPD

The geometry in XYZ format:
```
14
Properties=species:S:1:pos:R:3:mulliken_charge:R:1
C 1.832 0.479 0.311 -0.0680
C -0.192 -1.017 0.149 -0.5650
C -1.632 -0.509 -0.033 -0.4460
C -0.455 1.270 -0.262 -0.4126
N 0.594 0.211 0.098 0.0729
O -1.544 0.808 0.446 -0.3515
H 2.149 1.514 0.224 0.2812
H 2.236 -0.467 0.559 0.3281
H 0.015 -1.274 1.152 0.3822
H 0.051 -1.689 -0.539 0.3898
H -1.915 -0.528 -1.074 0.3288
H -2.435 -1.005 0.437 0.3849
H -0.119 2.299 0.070 0.3295
H -0.593 1.334 -1.352 0.3456
```

The value obtained for the LUMO energy is -0.18940 Ha. The strongest force on any atom is 4.35 eV/Å. The value obtained for the energy above the lowest of the compared OMol25 structures with the same formula, charge and spin is 1.754 eV. The HOMO energy is -0.577 hartree. The calculation puts the HOMO-LUMO gap at 0.3873 Ha. The total charge is +1. The total energy is -286.87802 Ha.